Record 1
66
Properties=species:S:1:pos:R:3:forces:R:3:nbo_charge:R:1 method="wB97M-V/def2-TZVPD" total_charge=-2 relative_energy_ev=8.652 e_homo_ev=0.93 gap_ha=0.095 max_force_ev_per_a=5.986
C -5.39701 1.28340 -3.86606 0.587 0.858 0.285 -0.637
C -4.41400 2.32019 -3.13775 0.187 -0.675 -0.461 -0.068
O -3.71898 1.62743 -2.03226 2.078 1.312 -1.587 -0.541
C -2.39687 2.21428 -2.06337 0.160 2.452 1.411 0.833
O -2.23830 3.30644 -1.46602 -0.188 -3.568 -1.938 -0.606
C -1.22465 1.45172 -2.85079 -1.149 -0.050 0.695 -0.526
C -0.94670 0.06680 -2.01781 0.389 -0.068 -1.337 -0.401
C 0.63683 -0.12601 -1.75069 -1.209 0.400 -2.053 -0.209
N 1.10283 0.66253 -0.58197 1.746 -1.850 0.837 -0.818
B 1.98699 1.81187 -0.96254 0.350 1.057 0.440 1.201
C 1.36815 3.32316 -0.72638 -0.531 -0.013 0.186 -1.064
O 3.33680 1.67315 -1.54374 -2.416 0.061 -0.560 -0.968
C 1.61328 -0.15876 0.50927 0.278 0.585 -0.047 0.550
N 2.44301 -1.36386 0.42802 -2.071 1.106 -1.324 -0.776
C 3.52553 -1.30390 -0.58010 1.608 -0.503 -0.398 -0.249
C 4.32655 -2.69770 -0.77884 0.792 1.141 -0.482 0.015
F 3.77336 -3.50037 -1.86598 0.670 1.082 1.853 -0.391
P 1.51363 -2.86406 0.40376 0.920 -4.460 1.648 1.513
O 2.20145 -4.00129 1.23127 -0.957 2.823 -1.667 -1.128
N 1.23437 0.19933 1.78692 0.505 -1.011 1.549 -0.438
C 0.33996 1.33519 2.11373 -1.248 0.283 0.510 -0.213
C -1.18140 1.15319 1.56412 0.070 1.780 -0.565 -0.490
C -2.29947 1.40747 2.71319 0.281 -1.630 -1.018 -0.500
I -3.50101 3.18906 2.16884 0.495 -0.655 0.580 0.003
C 1.72375 -0.58166 2.96321 -0.501 -0.683 0.521 0.360
C 0.62920 -1.40053 3.67060 3.361 -0.597 2.413 -0.255
C 1.09634 -2.19695 4.94505 3.197 3.713 -3.439 -0.166
C 2.61903 -1.97674 5.22770 -1.004 0.306 -0.945 -0.290
C 3.58039 -1.13649 4.37027 -3.794 -0.857 -0.218 0.011
N 3.10764 -0.43820 3.23033 -2.219 -2.361 2.574 -0.439
H -6.12102 1.91435 -4.50867 0.962 -1.159 0.962 0.184
H -4.75641 0.61309 -4.54536 -1.164 0.839 1.161 0.222
H -5.94017 0.66874 -3.06610 0.780 0.828 -1.333 0.256
H -4.92674 3.24393 -2.70305 0.598 -1.224 -0.711 0.181
H -3.58254 2.62986 -3.88056 -1.566 -0.114 0.873 0.161
H -1.60521 1.24870 -3.91567 0.499 0.053 1.575 0.219
H -0.29678 2.10861 -2.95055 -1.389 -0.567 0.430 0.205
H -1.55366 0.07897 -1.05517 0.829 -0.499 -1.390 0.268
H -1.29985 -0.77189 -2.72862 0.461 0.974 1.811 0.291
H 0.92930 -1.22691 -1.75618 -0.626 1.408 0.380 0.249
H 1.14728 0.33560 -2.68992 -0.603 -0.817 1.173 0.148
H 1.78114 3.79132 0.23947 -0.353 -0.556 -1.427 0.240
H 1.58048 4.03236 -1.59900 -0.142 -0.844 1.227 0.225
H 0.22263 3.26516 -0.57351 1.793 0.092 -0.344 0.268
H 3.14516 1.63657 -2.51509 0.598 -0.009 1.032 0.488
H 3.22038 -0.96426 -1.62608 0.119 -0.423 1.389 0.211
H 4.30251 -0.53909 -0.20276 -1.196 -1.148 -0.542 0.221
H 5.37602 -2.38440 -1.15337 -1.656 -0.554 0.497 0.157
H 4.45507 -3.29030 0.18559 -0.697 0.511 -1.474 0.225
H 0.16902 -2.72932 0.87422 0.439 0.970 -0.466 0.063
H 1.42298 -3.35718 -0.95673 -0.101 0.990 0.637 -0.020
H 0.82464 2.32172 1.78032 -0.793 -1.479 0.204 0.210
H 0.23842 1.42130 3.26216 0.573 -0.425 -1.807 0.211
H -1.35129 0.18053 0.98907 0.129 0.841 1.242 0.314
H -1.34161 2.00399 0.79502 0.328 -1.503 1.062 0.224
H -3.04516 0.53233 2.63702 1.133 1.451 0.363 0.275
H -1.86316 1.52586 3.75847 -0.750 0.007 -1.427 0.204
H -0.45939 -1.42444 3.31154 1.881 0.053 0.280 0.288
H 0.40257 -2.81986 5.59101 1.167 0.892 -1.028 0.237
H 3.06154 -2.49322 6.15549 -0.712 0.845 -1.625 0.204
H 4.69585 -1.06271 4.64387 -2.053 -0.081 -0.548 0.204
O -2.52951 -1.96485 0.73199 0.777 0.667 0.764 -1.207
P -2.73701 -2.75597 -0.57970 -0.903 -0.499 0.143 2.473
O -1.42376 -2.73802 -1.39693 1.184 0.431 -0.344 -1.173
O -3.85936 -2.10122 -1.40402 0.070 0.143 -0.356 -1.128
O -3.12302 -4.20805 -0.25014 -0.004 -0.069 0.160 -1.110

---

Record 2
59
Properties=species:S:1:pos:R:3:forces:R:3:lowdin_charge:R:1 method="wB97M-V/def2-TZVPD" total_charge=-2 e_homo_ev="2.30 / 2.32" gap_ha="0.064 / 0.064" max_force_ev_per_a=5.704
C 0.32233 0.29270 -6.76098 -0.184 -0.391 -0.659 -0.598
I 0.45036 0.71935 -4.58258 0.319 0.361 -0.303 1.100
H -0.61766 -0.25873 -6.84785 0.138 -0.015 -0.450 -0.058
H 1.19220 -0.30864 -7.03303 -0.129 -0.022 -0.258 -0.059
H 0.29428 1.24692 -7.29285 -0.022 -0.134 -0.103 -0.060
C -1.02615 3.55188 -0.13433 -0.436 0.006 -0.140 -0.089
C -2.06017 3.18328 -0.92064 -0.056 0.749 0.750 -0.110
N -1.56843 2.25498 -1.82429 -2.368 -1.119 -0.966 -0.177
C -0.21046 2.10203 -1.62215 3.987 -2.528 -2.971 -0.435
N 0.09189 2.86097 -0.54498 0.368 2.070 2.674 -0.098
H -0.99655 4.24217 0.69548 -0.031 -0.094 -0.051 0.105
H -3.09979 3.48114 -0.92149 0.224 -0.074 0.048 0.097
C 2.05687 -3.35056 -0.67812 -0.336 -0.125 -0.419 -0.095
C 0.99785 -1.46980 -1.38511 3.164 -3.291 1.034 -0.279
N 1.90354 -1.99265 -0.51253 -0.084 0.143 -0.969 -0.114
H 1.00109 -4.70200 -2.09559 0.044 0.023 0.103 0.089
N 0.52262 -2.60439 -2.05472 1.699 -0.189 0.851 -0.200
H 2.73934 -3.93954 -0.10739 0.210 -0.070 0.270 0.099
La -0.99872 -0.53578 -1.73324 -3.899 4.095 0.750 0.766
C 0.81249 1.44445 -2.43269 -4.857 0.457 1.444 -0.903
O 2.00650 1.41834 -2.13831 3.174 0.113 0.715 -0.262
C 1.20518 -3.74427 -1.64908 -0.225 0.413 0.090 -0.100
C -0.37260 -2.60323 -3.19446 -0.199 -0.772 -1.713 -0.238
H -1.43415 -2.75831 -2.89803 0.197 -0.200 -0.078 0.026
H -0.12402 -3.44926 -3.85750 -0.123 0.397 0.382 0.085
H -0.25355 -1.68443 -3.82781 0.138 -0.849 0.319 -0.034
C 2.66137 -1.22169 0.44564 0.112 0.439 0.584 -0.026
H 3.70796 -1.55868 0.48895 -0.304 0.087 -0.327 0.091
H 2.25135 -1.34900 1.45848 -0.102 -0.039 -0.397 0.067
H 2.61307 -0.16153 0.16952 0.003 -0.290 -0.060 0.096
C 1.36043 2.97650 0.14781 -0.375 -0.048 0.219 -0.035
H 1.73358 4.00841 0.10133 0.032 -0.026 -0.088 0.078
H 2.08001 2.30594 -0.31455 -0.073 0.075 -0.105 0.064
H 1.22026 2.71497 1.20628 0.014 -0.021 -0.130 0.063
C -2.44331 1.66698 -2.84279 0.036 0.564 0.230 -0.196
H -1.85829 1.16373 -3.63164 -0.298 0.200 0.310 -0.050
H -3.01717 2.45167 -3.36194 0.116 -0.110 0.075 0.085
H -3.18505 0.97934 -2.37780 0.079 0.215 -0.330 0.047
C 0.24810 -2.01144 4.01486 0.370 -0.064 0.417 -0.053
C -0.66913 -1.11455 3.22786 -0.450 0.092 0.487 -0.511
C -2.09310 -1.38312 3.70902 -0.351 -0.094 0.179 -0.051
O -0.58854 -1.49085 1.85071 0.157 0.709 0.740 0.020
B -0.73118 -0.31040 1.14531 -0.273 -0.297 -3.607 -0.624
O -0.65341 0.83791 1.88869 0.094 -0.345 1.032 0.035
C -0.32155 0.42246 3.22528 0.209 -0.090 0.160 -0.493
C -1.10116 1.28196 4.19286 -0.240 0.026 0.512 -0.031
C 1.15750 0.69275 3.45922 0.446 0.067 0.165 -0.029
H 0.17624 -1.76635 5.07802 0.123 -0.032 0.079 0.084
H 1.29249 -1.93143 3.70647 -0.073 0.009 -0.026 0.071
H -0.06695 -3.05033 3.89162 0.007 0.085 -0.066 0.084
H -2.33964 -2.43628 3.53025 0.058 0.202 -0.122 0.087
H -2.16573 -1.21748 4.79049 -0.050 0.068 -0.068 0.079
H -2.84969 -0.76474 3.20771 0.281 -0.160 -0.005 0.093
H -0.83438 1.00412 5.22014 -0.132 0.044 -0.010 0.087
H -0.83052 2.33543 4.05945 -0.019 -0.167 -0.093 0.089
H -2.18372 1.18725 4.07378 0.190 0.001 -0.054 0.082
H 1.81304 0.14297 2.76988 -0.292 0.163 0.199 0.072
H 1.35603 1.76425 3.33060 -0.062 -0.197 -0.064 0.081
H 1.42685 0.43455 4.49271 0.051 -0.020 -0.185 0.085

---

Record 3
79
Properties=species:S:1:pos:R:3:forces:R:3:lowdin_charge:R:1 method="wB97M-V/def2-TZVPD" e_homo_ev=-3.97 gap_ha=0.054 max_force_ev_per_a=6.011
C 4.47759 -0.98822 -1.98981 -0.789 0.083 -0.535 -0.087
C 3.12402 -1.63904 -2.46013 0.376 0.462 0.419 -0.216
C 2.63724 -2.78377 -1.54213 0.729 -0.392 -1.457 -0.399
F 2.97678 -2.64430 -0.20900 -0.826 0.327 -0.379 -0.076
P 0.78783 -3.16302 -1.70285 0.884 0.551 -0.663 0.713
Cl 0.00813 -3.23518 0.28996 -0.381 -0.003 0.853 0.311
N 0.60437 -4.77159 -2.40182 0.166 1.428 1.403 -0.085
C -0.36477 -5.35768 -1.91833 -2.173 -1.070 -1.953 -0.918
S -1.80938 -6.02666 -1.81097 1.547 0.377 0.533 0.668
O 0.18658 -1.96406 -2.64561 0.581 -1.471 0.991 -0.280
C -1.25789 -1.91989 -2.67088 -1.564 0.694 -0.629 -0.182
C -1.83485 -0.94440 -1.61651 0.485 1.252 0.762 -0.403
C -1.13081 0.46066 -1.66994 -0.217 -1.605 0.045 -0.035
O -3.22540 -0.71056 -1.88124 0.059 -0.610 -0.313 -0.047
H 4.94932 -0.58203 -2.90487 0.041 -0.255 0.564 0.076
H 5.13643 -1.68262 -1.44929 -0.141 0.342 -0.248 0.052
H 4.22256 -0.11851 -1.35664 0.348 -0.546 -0.056 0.078
H 3.24817 -2.08281 -3.46729 -0.188 0.186 0.484 0.117
H 2.40409 -0.80365 -2.53924 0.074 -0.627 -0.005 0.098
H 3.13996 -3.71259 -1.88146 -0.349 0.302 0.232 0.131
H -1.73848 -2.91830 -2.64069 0.490 0.321 0.262 0.109
H -1.53328 -1.49286 -3.65606 0.277 -0.212 0.442 0.142
H -1.74502 -1.31527 -0.58101 0.102 -0.220 -0.523 0.093
H -0.17717 0.41987 -1.11211 -0.336 0.163 -0.403 0.081
H -1.84116 1.15849 -1.20843 0.576 -0.107 -0.226 0.070
H -0.98468 0.68282 -2.73770 0.131 0.396 0.570 0.079
H -3.74089 -0.99366 -1.11842 0.136 -0.048 -0.159 0.097
O 5.55490 -2.19816 0.86587 0.773 0.380 2.006 -0.667
H 4.66746 -1.93070 0.62851 -0.113 -0.015 -0.053 -0.147
C -6.03584 4.01061 -3.73895 0.038 -0.498 -0.050 -0.319
C -6.32586 2.51337 -3.60253 0.056 -0.012 0.107 -0.205
C -5.11491 1.75939 -4.15692 -0.519 -0.254 0.025 -0.209
S -3.69645 2.82806 -3.92142 -0.013 -0.081 0.005 0.690
O -3.19361 3.22080 -5.21008 0.147 -0.032 0.088 -0.297
O -2.84740 2.26266 -2.90821 -0.019 0.395 -0.361 -0.313
C -4.59563 4.21654 -3.21466 -0.702 -0.885 -0.004 -0.439
H -6.75279 4.60945 -3.18445 -0.088 -0.125 -0.011 0.072
H -6.09442 4.29980 -4.79096 0.063 0.087 0.044 0.119
H -6.46690 2.26449 -2.54812 0.020 0.010 -0.025 0.120
H -7.23656 2.23048 -4.12952 0.020 0.026 0.010 0.118
H -4.94398 0.82275 -3.62864 0.240 0.046 -0.054 0.097
H -5.21634 1.57142 -5.22484 0.143 0.080 -0.002 0.109
H -4.11714 5.17830 -3.53881 0.867 -1.952 -0.207 -0.097
H -4.55633 4.12779 -2.12973 0.116 -0.033 -0.031 0.109
Ca 6.09943 -1.80168 3.05277 -0.542 -0.450 -2.046 0.964
C -0.30683 -1.10203 2.85097 -0.069 -0.037 -0.143 0.012
N -0.82047 0.07796 3.59856 0.031 -0.468 -0.030 -0.436
O -1.84374 0.59648 3.19617 -0.171 -0.333 0.222 0.043
O -0.17833 0.44374 4.56028 -0.102 0.158 -0.048 0.076
H -0.97766 -1.30751 2.02543 -0.031 0.084 0.068 0.039
H 0.68760 -0.85395 2.48848 0.033 -0.050 0.117 0.097
H -0.27496 -1.94068 3.54126 0.121 0.066 0.019 0.102
C 6.94483 -2.18010 8.22725 0.082 -0.043 0.452 -2.042
Cl 8.00832 -3.56901 8.49700 -0.077 0.096 -0.048 0.511
Cl 5.38327 -2.47040 9.00758 0.104 0.024 -0.088 0.512
Cl 7.68644 -0.72557 8.91041 -0.055 -0.097 -0.075 0.513
Cl 6.69689 -1.95200 6.46459 -0.041 0.013 -0.105 0.307
C -1.05198 3.34166 2.96217 -0.142 -0.240 0.022 -0.124
C 0.03603 3.77825 3.90813 0.029 -0.075 0.561 -0.115
O 1.07955 4.18461 3.01979 -0.263 -0.005 -0.239 0.029
C 0.50249 4.51038 1.83364 -0.043 0.050 -0.050 -0.576
O 1.07057 5.04185 0.93819 0.124 0.049 -0.120 0.150
O -0.80553 4.14876 1.80850 0.332 0.173 0.099 0.065
H -2.04957 3.52214 3.35673 -0.018 0.046 -0.182 0.139
H -0.96775 2.29009 2.68203 0.037 0.544 -0.042 0.091
H -0.25863 4.63327 4.52093 0.006 0.036 -0.068 0.134
H 0.37161 2.97464 4.56075 0.142 0.060 -0.130 0.119
Br -5.13526 6.59300 -3.24724 -0.139 6.006 0.208 0.600
C 5.82690 3.21148 1.96309 -0.141 0.392 -0.026 -1.538
Cl 4.24356 3.97546 2.05231 0.080 -0.074 -0.058 0.571
Cl 7.04785 4.19578 2.77465 -0.007 -0.085 -0.059 0.524
Cl 5.76481 1.58218 2.67493 0.009 -0.106 0.083 0.403
H 6.10395 3.11639 0.92010 0.017 -0.066 0.069 0.015
Cl -5.04219 9.07169 -3.22980 -0.435 -2.492 0.044 -0.130
C -0.59138 -9.27972 1.02654 0.022 0.019 0.007 -1.625
Br -0.89785 -9.96047 2.80752 0.009 0.094 -0.177 0.568
Br -2.17162 -9.42193 -0.07352 0.126 -0.001 0.136 0.551
Br 0.10483 -7.47849 1.06175 -0.044 -0.184 0.104 0.552
H 0.16731 -9.90452 0.57396 -0.053 0.040 0.027 -0.030